108
Properties=species:S:1:pos:R:3:forces:R:3 method="wB97M-V/def2-TZVPD" spin_multiplicity=1 e_lumo_ha=0.011 relative_energy_kcal_mol=55.1 smiles=CC(C)O.CC(C)O.CC(C)O.CC(C)O.CC(C)O.CC(C)O.CC(C)O.CC(C)O.CC(C)O e_tot_ha=-1749.000355 charge=0 e_homo_ev=-9.481
C 3.083 3.707 -1.044 0.441 0.135 0.185
C 3.285 5.170 -1.525 -1.426 -1.348 -0.305
C 3.150 5.200 -3.049 0.147 0.399 -0.524
O 2.197 5.939 -1.007 0.132 0.365 -0.041
H 3.779 2.987 -1.477 0.261 0.198 -0.168
H 2.093 3.320 -1.282 -0.130 0.330 -0.056
H 3.224 3.652 0.037 -0.114 0.014 0.128
H 4.216 5.569 -1.121 0.244 -0.005 -0.414
H 3.668 4.365 -3.520 0.271 0.094 0.091
H 3.453 6.130 -3.533 0.530 0.079 0.325
H 2.124 5.134 -3.414 -0.315 -0.339 0.703
H 2.352 6.083 -0.070 -0.064 0.011 0.079
C -0.703 0.498 1.131 -0.521 -1.159 0.023
C 0.463 0.410 0.171 -0.196 0.454 0.292
C 1.401 -0.698 0.594 0.329 -0.479 -0.836
O -0.108 0.217 -1.103 -0.651 -0.270 -0.388
H -1.455 1.256 0.915 0.509 0.523 0.238
H -0.373 0.415 2.166 -0.062 0.682 0.043
H -1.282 -0.419 0.995 0.015 -0.311 -0.150
H 1.027 1.345 0.155 0.062 0.227 0.087
H 2.242 -0.785 -0.096 0.326 0.461 0.106
H 0.954 -1.682 0.455 -0.454 0.091 0.559
H 1.755 -0.523 1.610 0.045 -0.219 -0.003
H 0.577 0.178 -1.781 0.593 0.061 0.065
C -4.611 -2.180 1.100 0.634 -0.260 -0.824
C -4.181 -3.665 1.099 -1.526 1.273 1.445
C -3.749 -4.090 2.511 0.251 -0.268 -0.469
O -5.384 -4.370 0.736 0.936 -0.236 -0.184
H -3.813 -1.527 1.456 0.053 -0.072 0.220
H -5.533 -1.985 1.645 0.081 -0.301 0.176
H -4.763 -1.888 0.060 -0.178 0.050 -0.005
H -3.384 -3.805 0.368 0.039 -0.147 -0.032
H -4.524 -3.975 3.269 -0.184 0.441 -0.228
H -2.866 -3.514 2.789 0.075 -0.109 0.188
H -3.516 -5.156 2.548 0.315 -0.068 -0.153
H -5.089 -5.285 0.703 -0.444 -0.288 -0.139
C -5.371 -0.395 4.847 -0.491 0.118 -0.127
C -3.956 -0.849 5.067 0.465 0.247 0.953
C -2.910 0.144 4.592 -0.798 -0.547 -1.180
O -3.768 -1.006 6.477 -0.234 -0.079 0.374
H -5.640 0.547 5.326 0.404 0.042 0.270
H -6.035 -1.156 5.256 -0.147 0.009 -0.204
H -5.574 -0.235 3.787 -0.019 -0.321 -0.093
H -3.859 -1.847 4.636 0.275 0.067 -0.460
H -3.193 1.134 4.948 0.358 0.004 0.100
H -2.965 0.127 3.502 0.178 0.368 -0.173
H -1.892 -0.154 4.844 -0.011 0.134 0.279
H -2.818 -1.021 6.615 0.002 -0.093 0.220
C 1.756 -4.113 -1.486 0.563 -0.306 -0.474
C 0.813 -5.053 -0.726 1.065 1.163 0.513
C 0.108 -4.272 0.311 -1.563 0.735 1.662
O -0.129 -5.716 -1.508 0.029 -0.809 -0.618
H 1.272 -3.412 -2.167 -0.554 -0.017 0.307
H 2.473 -4.618 -2.134 0.028 -0.351 0.136
H 2.329 -3.515 -0.776 0.028 -0.007 0.055
H 1.379 -5.763 -0.122 0.239 -0.576 -0.752
H -0.541 -3.508 -0.124 -0.152 0.061 -0.109
H 0.674 -3.768 1.095 0.670 -0.001 -0.391
H -0.509 -4.949 0.905 -0.363 -0.083 -0.217
H -0.715 -5.062 -1.899 -0.061 0.119 -0.033
C 3.233 0.553 -4.789 -0.011 0.471 -0.161
C 1.981 0.133 -3.986 0.948 -1.057 -0.314
C 1.689 -1.380 -4.268 -0.434 0.924 -0.074
O 2.205 0.331 -2.577 0.085 0.035 -0.905
H 3.120 0.614 -5.872 -0.728 0.028 -0.025
H 4.091 -0.117 -4.721 -0.080 -0.115 0.721
H 3.514 1.556 -4.466 0.210 -0.010 0.058
H 1.180 0.826 -4.240 -0.297 -0.407 -0.130
H 1.066 -1.867 -3.519 -0.382 0.459 -0.038
H 2.586 -2.001 -4.287 0.301 0.360 -0.161
H 1.199 -1.421 -5.241 -0.004 -0.350 -0.022
H 2.980 -0.229 -2.449 0.293 -0.201 0.729
C 5.623 -0.844 0.140 -0.831 0.586 0.795
C 5.116 -0.064 -1.061 1.782 -0.722 -0.589
C 6.169 0.714 -1.858 -0.059 0.822 0.154
O 4.533 -0.993 -1.983 -0.899 0.139 -0.050
H 6.474 -1.507 -0.008 0.125 0.265 -0.255
H 4.799 -1.439 0.537 -0.070 -0.221 -0.196
H 5.794 -0.133 0.950 0.596 -0.033 0.015
H 4.371 0.665 -0.743 -0.376 -0.345 -0.096
H 6.903 0.146 -2.429 -0.244 -0.538 0.160
H 6.760 1.409 -1.260 -0.153 0.008 0.297
H 5.613 1.324 -2.571 0.100 0.021 -0.170
H 5.136 -1.727 -2.126 0.082 0.003 0.039
C -1.169 2.985 3.751 0.120 -1.279 0.782
C -0.349 4.199 3.539 -0.892 1.228 -1.891
C 0.228 4.286 2.118 1.247 -0.459 0.652
O -1.213 5.342 3.597 0.174 0.555 1.221
H -1.984 2.905 3.031 0.026 -0.164 -0.039
H -1.557 2.942 4.770 -0.335 0.402 -0.039
H -0.536 2.097 3.733 -0.066 -0.147 -0.510
H 0.409 4.223 4.322 0.073 0.617 -0.102
H 0.930 3.454 2.033 -0.079 -0.189 -0.705
H 0.808 5.193 1.945 0.040 0.130 0.462
H -0.520 4.327 1.327 -0.228 -0.588 0.204
H -2.026 5.111 3.140 -0.044 -0.031 -0.015
C -3.824 0.699 -1.303 0.063 0.857 -0.872
C -3.566 -0.480 -2.290 1.233 1.534 0.929
C -3.123 0.008 -3.698 -1.381 -0.312 0.516
O -2.493 -1.190 -1.744 0.263 -1.716 0.363
H -4.606 1.369 -1.664 -0.299 -0.119 0.078
H -2.943 1.343 -1.262 0.327 -0.075 -0.338
H -3.985 0.487 -0.247 -0.367 -0.752 -0.224
H -4.428 -1.147 -2.276 0.007 -0.020 -0.461
H -2.173 0.543 -3.700 -0.098 0.161 0.417
H -3.927 0.648 -4.062 0.202 0.136 -0.447
H -2.996 -0.845 -4.365 -0.156 -0.042 0.015
H -1.733 -0.611 -1.620 0.286 0.268 0.151

---

123
Properties=species:S:1:pos:R:3:forces:R:3 method="wB97M-V/def2-TZVPD" spin_multiplicity=1 e_lumo_ha=-0.026 e_tot_ha=-8530.949000 charge=0 e_homo_ev=-8.031
C 5.565 -1.241 -2.173 -0.341 0.059 0.468
C 4.975 0.139 -1.905 0.526 0.217 -0.041
C 4.536 0.833 -3.182 -0.510 0.038 -0.336
C 3.406 0.097 -3.914 0.449 -0.626 0.323
C 2.186 -0.242 -3.063 -0.177 0.155 -0.240
C 1.254 0.946 -2.767 -0.096 -0.434 -0.146
C -0.219 0.599 -3.004 -0.083 0.350 0.098
C -0.865 -0.132 -1.822 0.413 -0.245 -0.104
C -0.760 -1.653 -1.799 -0.078 0.442 0.828
O -1.910 -2.360 -2.364 0.777 -0.274 -0.753
S -2.086 -2.511 -3.957 -0.448 -0.131 0.531
O -2.519 -1.250 -4.485 -0.049 0.302 -0.324
O -0.448 -2.662 -4.309 0.024 -0.014 0.005
Br 0.025 -2.064 -5.959 0.032 -0.065 0.026
H 4.769 -1.950 -2.399 0.208 -0.103 -0.216
H 6.277 -1.204 -2.998 0.008 -0.075 -0.140
H 6.093 -1.608 -1.290 0.055 -0.066 0.024
H 5.721 0.769 -1.418 -0.012 0.118 0.045
H 4.155 0.084 -1.192 -0.094 -0.042 0.068
H 4.240 1.862 -2.984 0.036 0.075 0.185
H 5.390 0.871 -3.866 0.107 0.119 -0.014
H 3.805 -0.864 -4.254 0.050 0.006 -0.141
H 3.112 0.639 -4.814 -0.103 0.149 -0.023
H 2.503 -0.737 -2.146 0.044 -0.063 0.084
H 1.630 -1.002 -3.616 -0.087 -0.024 -0.024
H 1.369 1.278 -1.736 0.126 0.234 0.033
H 1.518 1.786 -3.408 0.062 0.129 0.014
H -0.293 0.026 -3.926 -0.161 -0.116 -0.086
H -0.774 1.520 -3.176 -0.002 0.094 0.044
H -1.897 0.172 -1.667 -0.141 -0.048 -0.093
H -0.324 0.184 -0.927 -0.082 0.128 0.131
H 0.167 -2.015 -2.226 -0.033 -0.072 -0.229
H -0.765 -1.964 -0.756 -0.189 -0.232 0.012
C -4.134 -2.412 2.574 -0.062 -0.053 0.036
S -3.038 -1.457 1.518 0.054 -0.051 -0.041
O -3.198 -0.032 1.907 -0.019 0.019 0.002
C -3.967 -1.696 0.003 -0.161 -0.024 -0.015
H -3.749 -2.353 3.589 0.029 0.023 -0.006
H -5.136 -1.986 2.532 0.016 0.037 -0.017
H -4.142 -3.450 2.241 0.013 -0.003 0.000
H -4.985 -1.326 0.134 0.022 0.027 0.075
H -3.972 -2.755 -0.254 0.041 -0.002 -0.023
H -3.470 -1.137 -0.783 0.015 0.000 0.001
C 3.950 3.932 1.424 -0.040 -0.017 0.064
S 5.095 4.164 0.059 0.036 0.003 0.022
O 4.693 3.198 -1.001 -0.048 -0.008 -0.029
C 6.531 3.456 0.858 -0.067 0.060 0.116
H 2.969 4.272 1.099 0.011 0.008 -0.037
H 3.908 2.874 1.685 0.024 -0.010 -0.036
H 4.281 4.525 2.277 -0.001 0.012 -0.002
H 6.310 2.428 1.152 -0.058 0.007 -0.027
H 6.796 4.052 1.733 0.004 0.022 -0.014
H 7.356 3.462 0.151 -0.065 0.039 0.038
C 4.653 -5.249 -5.119 0.069 -0.060 -0.023
S 3.201 -4.516 -4.360 -0.122 -0.058 -0.057
O 3.687 -3.750 -3.179 0.018 0.030 0.132
C 2.511 -6.046 -3.728 0.029 -0.108 -0.062
H 5.252 -4.442 -5.537 -0.023 0.029 0.007
H 5.226 -5.784 -4.362 -0.033 0.013 0.033
H 4.341 -5.925 -5.915 -0.004 0.007 -0.011
H 3.226 -6.521 -3.057 -0.018 0.060 0.051
H 2.261 -6.698 -4.565 -0.023 0.030 -0.020
H 1.609 -5.795 -3.174 -0.009 0.040 0.004
C 2.476 -5.098 1.582 0.072 -0.016 0.089
S 2.905 -4.994 -0.161 -0.146 0.120 -0.152
O 3.306 -6.365 -0.585 0.052 -0.080 0.054
C 4.411 -4.049 0.047 0.126 0.019 0.049
H 1.568 -5.691 1.665 -0.007 -0.007 -0.037
H 3.285 -5.580 2.130 0.013 -0.010 -0.026
H 2.295 -4.094 1.967 -0.013 0.007 -0.012
H 5.095 -4.598 0.695 -0.038 -0.030 0.009
H 4.170 -3.075 0.474 -0.014 0.013 -0.026
H 4.842 -3.919 -0.943 -0.077 0.000 -0.040
C -4.990 5.351 2.838 0.048 0.093 0.007
S -5.304 3.811 3.709 -0.082 -0.111 -0.094
O -4.730 3.961 5.079 0.017 0.034 0.043
C -4.150 2.821 2.759 0.090 0.068 0.040
H -5.588 6.128 3.310 -0.025 -0.023 0.018
H -3.931 5.601 2.910 0.003 -0.028 0.025
H -5.289 5.240 1.796 -0.019 -0.010 0.002
H -3.149 3.247 2.837 -0.009 0.017 0.024
H -4.472 2.788 1.719 -0.023 -0.028 0.000
H -4.149 1.813 3.163 -0.021 -0.023 -0.008
C 8.823 0.774 -2.047 0.011 0.006 -0.098
S 9.375 1.164 -0.385 -0.029 -0.105 -0.001
O 9.249 2.637 -0.219 0.213 -0.004 -0.091
C 11.115 0.825 -0.671 0.076 -0.027 -0.033
H 7.754 0.965 -2.097 -0.012 0.008 0.030
H 9.348 1.412 -2.759 0.015 0.023 0.033
H 9.017 -0.278 -2.253 -0.021 -0.011 0.017
H 11.477 1.459 -1.481 -0.034 0.025 0.004
H 11.240 -0.228 -0.920 -0.004 -0.008 0.014
H 11.653 1.053 0.246 -0.028 0.011 0.022
C -0.272 5.566 -5.858 0.064 0.046 -0.087
S -0.571 3.937 -5.160 -0.102 -0.035 -0.028
O -0.076 3.975 -3.762 0.041 0.032 0.058
C 0.671 3.074 -6.131 0.077 -0.006 -0.059
H -0.926 6.267 -5.345 -0.020 -0.026 0.026
H 0.769 5.844 -5.697 0.003 -0.029 0.033
H -0.508 5.553 -6.922 -0.017 0.001 0.002
H 1.649 3.521 -5.951 -0.012 0.010 0.043
H 0.409 3.131 -7.188 -0.017 -0.013 0.003
H 0.674 2.034 -5.809 -0.032 0.003 0.026
C -7.941 3.171 6.733 0.063 0.053 0.068
S -8.602 2.222 5.363 0.040 -0.045 -0.105
O -8.747 3.157 4.212 -0.060 0.048 -0.012
C -10.240 1.976 6.044 -0.050 0.029 0.232
H -6.921 3.457 6.474 -0.001 -0.020 -0.042
H -8.553 4.061 6.882 -0.026 -0.009 -0.032
H -7.940 2.550 7.629 -0.009 -0.018 -0.010
H -10.699 2.947 6.232 0.042 0.024 -0.049
H -10.160 1.393 6.964 -0.048 0.054 -0.162
H -10.827 1.429 5.308 0.043 -0.008 -0.032
C -11.944 -1.962 8.937 -0.073 -0.049 -0.025
S -10.233 -1.453 9.126 0.027 0.005 0.048
O -10.066 -0.213 8.320 0.005 -0.071 0.061
C -9.525 -2.790 8.159 0.004 -0.082 -0.047
H -12.565 -1.222 9.436 0.026 0.022 0.015
H -12.196 -2.004 7.877 0.035 0.022 -0.009
H -12.084 -2.936 9.405 -0.001 0.003 0.017
H -9.945 -2.773 7.154 -0.013 0.041 0.007
H -9.734 -3.740 8.650 0.012 -0.001 0.012
H -8.450 -2.629 8.113 0.005 0.033 0.021

---

HOMO-LUMO gap for every record listed, in sequence, given in eV: 9.79, 7.34.